Molecular formula: C3H14NO2
Method: DFT, ωB97M-V/def2-TZVPD

Last column: Löwdin charge in e.
CARTESIAN COORDINATES (ANGSTROEM)
C 0.814 -0.495 0.062  -0.1400
C 1.005 -0.139 -1.411  -0.2301
C 0.530 -1.220 -2.370  -0.0908
N -0.217 0.340 0.793  0.1886
H 0.619 -1.571 0.039  0.1256
H 1.664 -0.227 0.663  0.1200
H 2.062 -0.010 -1.621  0.1171
H 0.576 0.829 -1.710  0.1183
H 0.708 -2.190 -1.785  0.0912
H -0.527 -1.359 -2.518  0.0745
H 1.123 -1.450 -3.223  0.0718
H -0.225 1.195 0.247  0.1559
H -1.184 -0.035 0.835  0.1325
H 0.007 0.302 1.840  0.1896
H -3.273 -1.284 0.667  0.0513
H -4.214 -0.242 -0.149  0.0549
O -3.337 -0.450 0.180  -0.0574
H 1.878 2.244 2.895  0.0425
H 1.022 3.177 3.662  0.0525
O 0.971 2.584 2.903  -0.0679

Properties
Orbital gap = 0.4430 Ha
Energy = -8916.153 eV
Charge = +1
Energy above the lowest of the compared OMol25 structures with the same formula, charge and spin = 37.65 kcal per mole

Molecular formula: C14H20N2OS
Method: DFT, ωB97M-V/def2-TZVPD

Last column: Löwdin charge in e.
CARTESIAN COORDINATES (ANGSTROEM)
C -4.216 -1.482 0.879  -0.0821
H -5.089 -2.111 1.037  0.0698
H -4.280 -0.640 1.564  0.0606
H -3.331 -2.068 1.115  0.0598
C -4.197 -1.009 -0.580  -0.2449
N -3.116 -0.156 -1.009  -0.1935
C -1.800 -0.724 -1.137  -0.1483
H -1.884 -1.784 -1.382  0.1244
C -0.907 -0.551 0.114  -0.1226
N -0.870 0.847 0.475  -0.1220
C 0.171 1.655 0.217  -0.7226
S 0.043 3.305 0.201  0.6986
C 1.504 1.069 0.020  -0.2833
C 2.292 1.471 -1.058  -0.0423
C 3.568 0.982 -1.216  0.0097
C 4.108 0.093 -0.283  -0.2726
C 3.337 -0.292 0.810  -0.0125
C 2.048 0.189 0.951  -0.0376
H 1.468 -0.102 1.815  0.1234
H 3.729 -0.960 1.561  0.1029
O 5.378 -0.327 -0.529  -0.0807
C 5.992 -1.198 0.389  -0.0895
H 6.990 -1.383 -0.004  0.0931
H 6.073 -0.744 1.382  0.0961
H 5.453 -2.148 0.465  0.0951
H 4.180 1.280 -2.052  0.1198
H 1.887 2.174 -1.770  0.1042
C -2.191 1.374 0.732  -0.1676
C -3.071 1.201 -0.518  -0.1480
H -4.085 1.545 -0.310  0.1254
H -2.647 1.830 -1.311  0.1249
H -2.103 2.432 0.983  0.0604
H -2.612 0.831 1.583  0.1154
H 0.096 -0.913 -0.109  0.1155
H -1.313 -1.117 0.958  0.1168
H -1.295 -0.214 -1.968  0.1287
H -5.125 -0.465 -0.782  0.1131
H -4.184 -1.888 -1.232  0.1126

Properties
SMILES = CCN1CCN(C(=S)c2ccc(OC)cc2)CC1
Orbital gap = 0.3062 Ha
Energy = -30704.908 eV
Energy above the lowest of the compared OMol25 structures with the same formula, charge and spin = 32.55 kcal per mole